# 1
{
  "formula": "C14H36N2O10",
  "method": "ωB97M-V/def2-TZVPD",
  "total_energy_ha": -1416.5247,
  "orbital_gap_ev": 9.65,
  "smiles": "C[N+](=O)[O-].C[N+](=O)[O-].COCCOC.COCCOC.COCCOC",
  "e_above_lowest_kj_mol": 733.1,
  "symbols": ["C", "N", "O", "O", "H", "H", "H", "C", "N", "O", "O", "H", "H", "H", "C", "O", "C", "C", "O", "C", "H", "H", "H", "H", "H", "H", "H", "H", "H", "H", "C", "O", "C", "C", "O", "C", "H", "H", "H", "H", "H", "H", "H", "H", "H", "H", "C", "O", "C", "C", "O", "C", "H", "H", "H", "H", "H", "H", "H", "H", "H", "H"],
  "positions_angstrom": [[0.625, -4.265, -2.327], [0.470, -2.779, -2.043], [1.396, -1.999, -2.054], [-0.653, -2.471, -1.831], [1.532, -4.667, -1.875], [0.698, -4.375, -3.409], [-0.180, -4.924, -2.003], [-0.567, 0.080, -0.125], [-1.508, 1.018, 0.485], [-2.693, 1.046, 0.173], [-1.018, 1.741, 1.333], [-1.024, -0.901, 0.003], [0.382, 0.082, 0.411], [-0.353, 0.280, -1.175], [0.200, -2.157, -6.543], [-0.153, -0.797, -6.049], [-1.136, -0.800, -5.026], [-1.410, 0.593, -4.468], [-2.457, 0.550, -3.542], [-2.940, 1.839, -3.086], [0.713, -2.723, -5.766], [0.851, -2.005, -7.405], [-0.706, -2.723, -6.759], [-0.576, -1.310, -4.243], [-2.066, -1.348, -5.181], [-1.429, 1.350, -5.252], [-0.486, 0.872, -3.961], [-2.348, 2.208, -2.249], [-3.918, 1.772, -2.610], [-2.993, 2.622, -3.842], [2.906, 1.161, 1.959], [4.298, 1.207, 2.179], [4.741, 1.950, 3.250], [4.379, 3.454, 3.113], [5.099, 4.093, 2.037], [4.999, 5.464, 2.104], [2.454, 0.300, 1.466], [2.589, 2.046, 1.408], [2.360, 1.258, 2.897], [5.768, 1.709, 3.525], [4.129, 1.423, 3.982], [4.537, 3.960, 4.066], [3.325, 3.616, 2.888], [3.944, 5.732, 2.050], [5.547, 5.912, 1.275], [5.339, 5.853, 3.064], [-0.142, -0.288, 3.744], [-1.127, -0.932, 2.937], [-2.488, -0.650, 3.322], [-3.434, -1.587, 2.483], [-3.650, -2.712, 3.248], [-4.652, -3.651, 2.746], [0.828, -0.521, 3.307], [-0.172, -0.506, 4.812], [-0.172, 0.799, 3.660], [-2.788, 0.343, 2.988], [-2.705, -0.747, 4.386], [-2.941, -1.844, 1.546], [-4.333, -1.011, 2.266], [-4.736, -4.603, 3.269], [-4.489, -3.776, 1.675], [-5.669, -3.261, 2.768]],
  "atomic_forces_ev_per_a": [[1.3, -0.5, -0.4], [0.6, -1.5, 0.0], [0.7, -0.6, -0.2], [-2.5, 0.8, 0.4], [0.2, 0.5, -0.1], [0.1, 0.2, 0.0], [-0.4, 1.0, 0.3], [0.4, -1.4, -0.3], [-0.2, 1.1, 0.6], [1.0, -0.5, -0.1], [-0.2, 0.3, 0.1], [0.1, 0.1, -0.3], [-0.4, 0.3, 0.1], [-0.6, 0.2, 0.0], [-0.7, 1.8, 1.1], [-0.3, -1.0, -1.6], [1.2, -0.6, 1.2], [1.6, 0.3, -0.1], [-1.3, 0.9, -0.2], [0.4, -0.4, 0.6], [0.3, 0.1, 0.2], [-0.2, -0.1, 0.1], [-0.1, 0.1, -0.4], [-0.7, -0.4, 0.7], [-0.1, 0.0, -0.7], [-1.0, 0.1, -0.3], [0.3, 0.1, 0.4], [0.6, 0.0, -0.1], [-0.2, -0.7, -0.5], [0.2, -0.3, -0.4], [-0.5, 1.5, 0.7], [0.4, -1.8, -3.1], [-1.9, 0.5, 0.7], [0.6, -0.1, -0.5], [0.5, -1.9, 0.8], [-0.6, 0.7, 0.1], [1.1, -0.4, -0.2], [0.0, 0.1, -0.4], [0.0, -0.1, 0.5], [0.2, 0.4, -0.7], [0.0, 1.1, 1.6], [0.4, 0.1, 0.2], [-0.3, -0.4, 0.1], [-0.3, 0.4, -0.3], [0.0, -0.1, 0.1], [0.4, 0.1, 0.1], [0.1, 0.5, -0.8], [-0.4, 0.2, 1.1], [-0.4, -0.5, -2.0], [1.1, 1.1, 0.9], [-1.5, -2.5, 0.8], [0.2, 1.4, -0.7], [0.0, -0.5, 0.2], [-0.2, -0.5, 0.0], [-0.5, 0.3, -0.1], [0.4, 0.5, 0.2], [0.3, -0.2, 0.1], [0.1, 0.1, -0.3], [-0.4, -0.1, 0.0], [0.9, 0.2, 0.2], [0.3, -0.5, -0.1], [-0.1, 0.6, 0.4]],
  "nbo_charge": [-0.50, 0.55, -0.38, -0.36, 0.23, 0.23, 0.24, -0.49, 0.53, -0.39, -0.39, 0.25, 0.23, 0.25, -0.25, -0.55, -0.07, -0.07, -0.54, -0.25, 0.16, 0.20, 0.17, 0.15, 0.17, 0.17, 0.15, 0.17, 0.20, 0.17, -0.26, -0.54, -0.07, -0.10, -0.54, -0.24, 0.19, 0.17, 0.16, 0.20, 0.17, 0.17, 0.17, 0.15, 0.19, 0.16, -0.25, -0.56, -0.08, -0.07, -0.54, -0.26, 0.19, 0.17, 0.17, 0.17, 0.19, 0.17, 0.16, 0.20, 0.17, 0.17]
}

=====

# 2
{
  "formula": "C14H37N2NaO8",
  "method": "ωB97M-V/def2-TZVPD",
  "total_energy_ha": -1429.2003,
  "orbital_gap_ev": 7.00,
  "e_above_lowest_kj_mol": 0.0,
  "symbols": ["Na", "N", "O", "O", "O", "C", "C", "C", "C", "C", "C", "N", "O", "C", "C", "C", "H", "H", "H", "H", "H", "H", "H", "H", "H", "H", "H", "H", "H", "H", "H", "H", "H", "H", "H", "C", "C", "O", "H", "H", "H", "H", "H", "H", "C", "O", "H", "H", "H", "H", "C", "O", "H", "H", "H", "H", "C", "O", "H", "H", "H", "H"],
  "positions_angstrom": [[-0.857, -0.769, -1.653], [1.905, -2.312, 0.343], [3.143, -2.331, 0.207], [1.202, -1.650, -0.489], [1.327, -3.012, 1.198], [-1.402, 1.884, 3.175], [-0.705, 0.767, 2.375], [0.088, 1.344, 1.213], [1.413, 1.984, 1.619], [2.240, 0.933, 2.363], [1.518, 0.382, 3.584], [0.193, -0.047, 3.169], [-0.472, -0.778, 4.175], [2.298, -0.855, 4.035], [1.517, 1.423, 4.723], [-1.778, -0.144, 1.795], [-0.787, 2.774, 3.311], [-1.723, 1.470, 4.133], [-2.291, 2.259, 2.653], [0.331, 0.559, 0.500], [-0.519, 2.113, 0.720], [1.270, 2.871, 2.242], [1.961, 2.256, 0.712], [3.223, 1.317, 2.648], [2.426, 0.107, 1.667], [3.353, -0.625, 4.179], [1.902, -1.307, 4.945], [2.205, -1.615, 3.252], [2.547, 1.681, 4.973], [0.965, 2.324, 4.455], [1.030, 1.029, 5.618], [-2.437, 0.424, 1.136], [-2.371, -0.581, 2.602], [-1.340, -0.976, 1.233], [-0.550, -1.658, 3.786], [0.746, -0.136, -5.595], [0.249, -1.429, -5.008], [-0.877, -1.233, -4.154], [0.949, 0.606, -4.824], [0.020, 0.271, -6.302], [1.684, -0.310, -6.130], [0.993, -1.906, -4.369], [0.043, -2.164, -5.792], [-1.604, -0.870, -4.670], [-2.633, 1.506, -2.870], [-2.751, 0.991, -1.550], [-2.948, 2.556, -2.926], [-1.570, 1.551, -3.108], [-3.198, 0.917, -3.594], [-3.675, 0.958, -1.287], [2.113, 0.695, -2.210], [0.742, 1.112, -1.953], [2.556, 1.342, -2.976], [2.733, 0.729, -1.316], [2.101, -0.322, -2.586], [0.713, 2.063, -2.077], [-3.133, -2.854, -2.058], [-1.854, -3.026, -1.424], [-3.971, -3.122, -1.412], [-3.213, -1.810, -2.368], [-3.211, -3.447, -2.978], [-1.835, -3.913, -1.056]],
  "atomic_forces_ev_per_a": [[0.6, -0.3, 0.4], [-0.1, -1.1, -0.6], [-0.7, 0.4, 0.3], [-0.1, 0.4, 0.1], [0.3, 0.6, -0.2], [-0.3, 0.2, -0.1], [-0.2, 0.4, 0.1], [0.4, 0.7, -0.1], [0.2, -0.6, 0.2], [-0.2, 0.1, -0.6], [0.3, 0.1, 0.8], [0.4, -0.7, -0.8], [-0.2, 0.3, 0.2], [-0.3, -0.5, -0.2], [-0.3, -0.1, 0.0], [-0.3, -0.4, 0.1], [0.2, -0.2, 0.2], [0.1, 0.2, 0.1], [0.0, -0.3, 0.0], [-0.1, -0.2, 0.0], [-0.2, -0.2, -0.1], [0.0, 0.1, -0.1], [-0.1, 0.3, 0.1], [-0.1, 0.1, 0.1], [0.0, 0.0, 0.1], [0.0, 0.1, 0.0], [0.0, 0.2, 0.1], [0.2, 0.0, 0.0], [0.0, 0.1, 0.1], [0.2, 0.1, -0.1], [0.1, -0.1, -0.1], [0.0, 0.0, 0.0], [-0.1, 0.1, -0.1], [0.2, 0.1, 0.1], [0.1, 0.0, 0.1], [0.3, 0.1, -0.2], [0.4, -0.4, 0.3], [-0.4, 0.0, 0.2], [-0.1, 0.0, 0.1], [0.0, 0.1, 0.0], [-0.1, 0.0, -0.1], [0.1, 0.2, 0.0], [-0.3, 0.1, 0.0], [0.1, 0.0, -0.1], [0.0, 0.9, 0.1], [0.3, -0.4, -0.1], [-0.3, -0.2, 0.1], [0.0, -0.5, -0.1], [0.1, 0.0, -0.1], [0.0, 0.0, 0.0], [-0.1, 0.3, -0.3], [0.5, -0.3, -0.3], [-0.1, 0.0, 0.1], [-0.2, -0.1, 0.1], [-0.1, -0.1, 0.2], [-0.1, 0.0, 0.2], [0.4, -0.3, -0.4], [-0.9, 0.3, -0.4], [0.1, 0.2, 0.1], [-0.1, 0.0, 0.2], [0.1, 0.0, 0.1], [0.3, 0.1, 0.1]],
  "nbo_charge": [0.92, 0.71, -0.50, -0.66, -0.51, -0.64, 0.12, -0.40, -0.40, -0.40, 0.12, -0.20, -0.59, -0.62, -0.64, -0.62, 0.20, 0.23, 0.20, 0.23, 0.20, 0.19, 0.20, 0.21, 0.22, 0.20, 0.21, 0.24, 0.21, 0.20, 0.22, 0.19, 0.22, 0.22, 0.48, -0.64, -0.07, -0.75, 0.22, 0.20, 0.23, 0.20, 0.17, 0.47, -0.26, -0.75, 0.18, 0.20, 0.16, 0.48, -0.25, -0.77, 0.16, 0.20, 0.20, 0.48, -0.25, -0.74, 0.18, 0.16, 0.17, 0.49]
}

=====

# 3
{
  "formula": "C14H37N8O13",
  "method": "ωB97M-V/def2-TZVPD",
  "total_energy_ha": -1970.9708,
  "charge": 1,
  "orbital_gap_ev": 9.09,
  "symbols": ["C", "C", "C", "O", "C", "N", "C", "C", "N", "C", "C", "H", "H", "H", "H", "H", "H", "H", "H", "H", "H", "H", "H", "H", "H", "H", "H", "H", "H", "H", "C", "N", "O", "O", "H", "H", "H", "C", "N", "O", "O", "H", "H", "H", "C", "N", "O", "O", "H", "H", "H", "C", "N", "O", "O", "H", "H", "H", "C", "N", "O", "O", "H", "H", "H", "C", "N", "O", "O", "H", "H", "H"],
  "positions_angstrom": [[-0.757, 0.093, -1.476], [0.726, 0.355, -1.782], [1.461, 1.010, -0.633], [0.831, 2.222, -0.172], [0.808, 3.244, -1.107], [0.502, 4.465, -0.291], [1.300, 5.681, -0.662], [0.975, 6.104, -2.071], [-0.447, 6.421, -2.201], [-1.372, 5.427, -1.643], [-0.956, 4.834, -0.308], [-1.401, 0.813, -1.982], [-0.949, 0.184, -0.407], [-1.046, -0.903, -1.791], [0.830, 0.962, -2.685], [1.239, -0.585, -1.983], [1.457, 0.351, 0.231], [2.501, 1.231, -0.891], [0.016, 3.123, -1.848], [1.770, 3.380, -1.609], [0.739, 4.192, 0.665], [0.990, 6.462, 0.032], [2.356, 5.467, -0.515], [1.321, 5.352, -2.793], [1.555, 7.005, -2.267], [-0.655, 6.469, -3.192], [-1.602, 4.632, -2.359], [-2.315, 5.935, -1.437], [-1.520, 3.925, -0.111], [-1.107, 5.530, 0.515], [-4.536, 7.150, -4.306], [-3.850, 5.834, -4.187], [-2.659, 5.780, -4.445], [-4.519, 4.889, -3.837], [-3.810, 7.886, -4.626], [-5.336, 7.027, -5.031], [-4.955, 7.383, -3.332], [-1.796, -3.896, -3.557], [-1.077, -3.705, -2.267], [-1.708, -3.295, -1.315], [0.106, -3.987, -2.252], [-2.831, -3.612, -3.413], [-1.299, -3.276, -4.297], [-1.695, -4.943, -3.827], [1.200, 0.745, 3.069], [1.874, 0.894, 4.389], [1.211, 1.305, 5.317], [3.048, 0.597, 4.432], [0.165, 1.049, 3.176], [1.738, 1.377, 2.369], [1.279, -0.300, 2.780], [1.152, -5.024, 0.638], [1.502, -6.328, 1.260], [2.560, -6.845, 0.969], [0.692, -6.796, 2.038], [1.960, -4.730, -0.020], [0.228, -5.163, 0.089], [1.005, -4.328, 1.457], [2.953, -8.796, 3.665], [3.235, -10.107, 4.313], [4.280, -10.661, 4.047], [2.387, -10.533, 5.072], [3.786, -8.543, 3.023], [2.032, -8.897, 3.099], [2.817, -8.071, 4.462], [-1.396, -3.763, 4.452], [-0.940, -2.839, 3.377], [0.223, -2.912, 3.018], [-1.752, -2.067, 2.921], [-0.558, -4.383, 4.746], [-1.757, -3.147, 5.270], [-2.210, -4.352, 4.040]],
  "atomic_forces_ev_per_a": [[0.2, 0.2, 0.0], [-0.1, 0.0, 0.0], [0.1, -0.1, -0.1], [0.0, 0.1, 0.1], [0.0, -0.2, 0.1], [0.0, 0.2, -0.1], [-0.1, 0.1, 0.1], [-0.1, 0.0, -0.2], [0.2, -0.3, 0.2], [-0.1, 0.0, -0.2], [0.0, 0.0, 0.0], [-0.1, 0.0, 0.0], [-0.1, -0.1, 0.0], [-0.1, 0.0, 0.0], [0.1, -0.1, -0.1], [0.1, 0.0, 0.0], [0.0, 0.0, 0.1], [0.0, 0.0, 0.0], [0.0, 0.0, -0.1], [0.1, 0.0, 0.0], [0.0, 0.0, 0.0], [0.1, 0.0, 0.1], [0.0, -0.1, -0.1], [0.0, -0.1, 0.1], [0.0, 0.0, -0.1], [-0.2, 0.4, 0.1], [0.1, -0.1, 0.0], [-0.1, -0.1, -0.1], [0.0, 0.0, 0.1], [0.1, 0.1, 0.0], [0.0, 0.0, -0.1], [-0.1, -0.1, 0.0], [0.1, 0.1, 0.1], [0.1, 0.0, 0.1], [0.0, 0.0, 0.0], [0.0, 0.0, 0.0], [0.0, 0.0, 0.0], [-0.1, 0.0, 0.0], [0.0, -0.1, 0.0], [0.1, 0.0, 0.0], [-0.1, 0.1, 0.0], [0.0, 0.0, 0.0], [0.0, 0.0, 0.0], [0.0, 0.0, 0.0], [-0.1, 0.0, 0.0], [0.0, 0.0, 0.0], [0.0, 0.0, 0.0], [0.0, 0.0, 0.0], [0.0, 0.0, 0.0], [0.0, 0.0, 0.0], [0.0, 0.0, 0.0], [0.1, -0.1, 0.0], [0.0, -0.1, 0.0], [0.0, 0.0, 0.0], [0.0, 0.0, 0.0], [0.0, 0.0, 0.0], [0.0, 0.0, 0.0], [0.0, 0.1, -0.1], [0.1, 0.0, 0.0], [0.0, 0.0, 0.0], [0.0, 0.0, 0.0], [0.0, 0.0, 0.0], [0.0, 0.0, 0.0], [0.0, 0.0, 0.0], [0.0, 0.0, 0.0], [0.0, 0.0, 0.0], [0.1, 0.0, 0.0], [0.0, 0.1, 0.1], [0.0, 0.1, 0.0], [0.0, 0.0, 0.0], [0.0, 0.0, 0.0], [0.0, 0.0, 0.0]],
  "lowdin_charge": [-0.07, -0.21, -0.19, -0.12, -0.16, -0.05, -0.09, -0.19, -0.03, -0.20, -0.08, 0.07, 0.08, 0.05, 0.11, 0.12, 0.12, 0.13, 0.14, 0.15, 0.19, 0.14, 0.14, 0.12, 0.13, 0.10, 0.11, 0.13, 0.15, 0.14, 0.06, -0.44, 0.03, 0.08, 0.10, 0.11, 0.10, 0.06, -0.45, 0.06, 0.05, 0.10, 0.10, 0.11, 0.04, -0.45, 0.07, 0.07, 0.10, 0.08, 0.09, 0.05, -0.44, 0.07, 0.05, 0.10, 0.08, 0.07, 0.03, -0.46, 0.07, 0.06, 0.09, 0.08, 0.10, 0.06, -0.44, 0.03, 0.07, 0.10, 0.10, 0.11]
}